Record 1
{"formula": "C28H59N9O3P2", "method": "the ωB97M-V functional and the def2-TZVPD basis", "max_force_ev_per_a": 6.3, "homo_energy_ev": -7.72, "homo_lumo_gap_ev": 8.231, "energy_ha": -2503.356500, "smiles": "CCCOC[C@@H](C#N)[C@H](C#N)CCCCn1cccc1.CN(C)P(=O)(N(C)C)N(C)C.CN(C)P(=O)(N(C)C)N(C)C", "symbols": ["H", "H", "N", "H", "O", "H", "H", "N", "C", "H", "N", "H", "H", "O", "C", "H", "H", "P", "C", "C", "H", "C", "H", "H", "H", "C", "H", "H", "H", "C", "H", "H", "H", "H", "H", "C", "H", "C", "H", "C", "C", "H", "N", "N", "H", "C", "H", "H", "C", "H", "C", "C", "H", "C", "N", "C", "C", "C", "C", "C", "H", "H", "H", "H", "H", "H", "H", "H", "H", "C", "H", "H", "H", "C", "H", "H", "H", "C", "H", "C", "H", "H", "C", "N", "H", "H", "C", "H", "H", "N", "H", "N", "H", "H", "P", "O", "H", "H", "H", "H", "C"], "coordinates": [[-5.884500, 6.189204, 3.288705], [0.341079, -0.842537, 1.326895], [-7.860407, 6.007816, 2.507253], [-7.432183, 8.024896, 2.130719], [5.325505, 0.275440, 2.979770], [-3.093357, 0.052205, 0.600691], [4.437313, -4.376695, -1.708919], [4.388017, -4.188736, -3.826325], [-3.022255, 2.945327, 2.133413], [7.984835, -6.601943, -4.527290], [1.653172, -2.190372, -0.720733], [6.472606, 1.486147, 4.110267], [-1.699617, 2.423524, 3.809898], [-6.531700, 4.010551, 2.028135], [-9.025978, 5.072389, -0.631120], [-9.625267, 2.242681, 2.184557], [6.993436, -6.504669, -5.952799], [-7.987860, 4.370244, 1.917657], [4.199234, -0.900473, 1.245272], [4.785323, -4.566561, -6.963713], [0.137169, 0.905049, 3.690482], [0.930837, -0.359801, 2.103074], [0.155007, -0.824175, 4.063310], [4.842312, -4.783904, -8.031990], [-3.270148, 3.978609, 2.303474], [-1.517690, -0.298602, 2.885984], [8.665172, 0.659143, 3.141037], [-8.680262, 5.025086, -1.665709], [8.644720, 2.236569, 1.368967], [2.248926, -2.124285, 0.252902], [-7.018479, 5.302965, 4.313352], [4.841594, -1.741937, 3.092687], [-7.151390, 7.052545, 4.184577], [-8.775135, 2.305649, -0.281281], [6.865646, 2.252687, 1.277145], [-10.543127, 5.472634, 2.507774], [2.843506, -4.610647, -2.451666], [5.237376, -0.995770, 2.388815], [7.717368, 0.009641, 1.766683], [-6.927137, 6.141693, 3.623253], [7.729354, 0.732110, 2.583723], [6.279827, -3.320002, -3.382138], [5.173615, -1.297690, -1.137414], [-8.151358, 4.283813, 0.203682], [3.499816, -3.001835, -2.312158], [2.974515, -1.840202, 1.496842], [3.826964, -7.710563, -6.371881], [6.710315, -5.607418, -2.216978], [3.929106, -6.785714, -6.939698], [-6.862615, 6.926916, 0.861325], [-7.905556, 2.970862, -0.382112], [5.387227, -3.160416, -4.008056], [2.712309, -0.609103, 3.230561], [7.147060, -6.059389, -4.974472], [-9.656733, 4.351484, 2.274921], [2.074365, -1.239162, 2.604620], [-3.495627, 2.120598, 1.023971], [-0.057355, -0.086526, 3.287105], [-10.338665, 3.067042, 2.133950], [7.721806, 2.134400, 1.937999], [-1.632064, -1.118652, 2.182174], [1.308669, 0.604396, 1.763893], [4.970851, -2.193798, -3.726811], [-9.016867, 6.126998, -0.371478], [-10.776160, 6.007031, 1.581601], [6.190572, -1.389379, 2.036759], [3.803053, 0.116371, 1.239742], [7.714757, 2.874637, 2.737897], [5.712827, -3.045326, -5.039614], [6.272183, -6.470752, -2.732877], [5.699085, -4.010910, -6.742435], [-7.664130, 3.056416, -1.443708], [-7.053233, 2.487805, 0.097122], [6.585702, 0.540956, 3.574999], [-11.489205, 5.121287, 2.928255], [5.364900, -6.759086, -2.199219], [-11.057241, 2.910832, 2.941222], [4.830731, -1.128872, -0.059629], [2.921940, -6.420367, -7.170377], [-7.670202, 7.111559, 1.582735], [3.375428, -2.782996, 1.875856], [-10.139245, 6.174425, 3.230982], [-2.231416, 2.145585, 2.914362], [4.718994, -5.802363, -6.203707], [-2.051221, -0.617355, 3.790319], [-4.153000, 2.368702, 0.211345], [-2.929532, 0.888190, 1.263708], [-10.071558, 4.723504, -0.622591], [6.851215, -0.190061, 4.348683], [5.976377, -6.169434, -4.130502], [-10.873827, 2.995602, 1.179249], [-2.185401, 0.890776, 2.395836], [6.967231, -7.309393, -2.648049], [4.430257, -7.033107, -7.879523], [4.354309, -5.768196, -4.496954], [2.863565, -5.946234, -4.618813], [3.916265, -3.916849, -6.793898], [1.714872, -2.065913, 3.216226], [-8.590446, 7.342798, 1.042369], [7.461881, -5.018659, -5.099732], [3.768216, -4.035524, -2.514939]], "forces_ev_per_a": [[0.0196, -0.0661, 0.0539], [0.3363, 0.0142, -0.2961], [-0.1771, 0.3595, 0.0036], [0.0947, -0.1137, 0.1462], [0.3803, -0.1002, -0.0586], [0.4038, -0.4259, 0.4356], [0.0090, 0.1491, 0.0557], [-0.6579, 0.1930, 0.2478], [-0.5925, -0.6815, -1.2275], [-0.1370, 0.0249, 0.2392], [-0.3175, -0.2608, -0.4256], [-0.2054, -0.0237, 0.0028], [0.0063, -0.1772, 0.0513], [-1.4446, -2.7977, 1.6141], [-0.7050, 0.0034, 0.2910], [0.0252, 0.0077, -0.0643], [-0.1433, 0.1561, -0.0284], [0.5794, 5.5654, -2.8236], [0.0547, -0.1542, -0.1819], [0.1651, 0.2657, 0.1825], [-0.2808, -0.0048, 0.1749], [-0.6310, 0.1346, 1.1755], [0.0144, 0.1420, 0.1568], [-0.1117, -0.1733, 0.0304], [0.0541, 0.0196, 0.1034], [-0.1789, 0.5396, 1.5844], [0.0231, -0.3530, -0.0604], [0.0897, -0.1530, 0.0345], [-0.0918, 0.2373, -0.1453], [0.1962, 0.5138, 0.6608], [0.0250, -0.0111, -0.0406], [0.1879, 0.1795, 0.2781], [-0.0944, 0.0355, -0.0951], [-0.0089, -0.0052, -0.1472], [-0.0223, 0.1964, 0.0288], [-0.0432, 0.4291, 0.5322], [0.0618, -0.0837, -0.1010], [-0.9353, -0.2977, 0.0536], [0.1268, -0.3100, 0.2565], [0.0989, -0.2197, 0.0486], [-0.1270, 0.8273, -0.2225], [0.0187, 0.0931, -0.0083], [0.5488, -0.0635, -0.3815], [0.5575, -0.3731, -0.1622], [0.1275, 0.0630, -0.1828], [0.5952, -0.1100, 0.0887], [-0.0274, 0.0357, 0.0147], [0.0282, -0.0377, 0.0229], [-0.1501, -0.1008, 0.1545], [-0.0201, 0.0775, -0.0334], [0.3807, -0.1580, 0.1866], [0.8353, -0.3279, -0.0709], [0.0438, -0.2163, 0.1816], [0.1904, -0.3646, -0.5363], [0.6767, -2.4293, 1.0840], [0.2065, 0.1299, -0.5856], [1.1533, 0.2162, 1.9224], [0.4822, -0.5958, -0.8849], [-0.0088, -0.0038, -0.3035], [0.1459, -0.7593, 0.3505], [0.0514, 0.1903, -0.2807], [0.0401, -0.1412, -0.4227], [-0.1226, -0.0973, 0.1512], [-0.0443, -0.0819, 0.1514], [0.0662, 0.0119, -0.0158], [0.0718, 0.2191, -0.1135], [0.1657, 0.0960, -0.0450], [-0.0935, 0.2299, -0.1911], [-0.0139, -0.2625, 0.0074], [0.0002, 0.2940, 0.0968], [-0.0774, 0.0433, 0.0871], [-0.0639, 0.1176, -0.0028], [-0.0394, 0.0763, 0.1088], [0.4448, 0.3555, 0.2691], [0.0669, -0.2492, -0.1086], [-0.0271, 0.0694, 0.0076], [0.0265, 0.0466, 0.0222], [-0.7853, 0.1552, 0.3666], [-0.0353, -0.0739, 0.0365], [-0.1925, -0.0375, -0.2894], [-0.0021, -0.0897, -0.1648], [0.1523, 0.0355, -0.1457], [0.0812, 0.8412, 0.5942], [0.2762, 0.1138, -0.2997], [-0.0428, -0.0189, -0.0521], [-0.0070, 0.1390, 0.0023], [-1.2295, 0.3985, -1.5741], [-0.0043, 0.0326, -0.0287], [-0.2134, -0.3078, -0.2135], [-1.2361, -1.8197, 1.6411], [-0.0378, -0.0222, 0.0335], [0.1336, -0.6708, -1.0903], [-0.0115, -0.0052, -0.0558], [0.0943, 0.0974, 0.0241], [0.7752, 4.5175, -4.2287], [0.7572, -2.4986, 2.4375], [0.0398, 0.0573, -0.0512], [-0.2235, 0.0731, 0.0036], [0.0479, -0.0647, -0.0550], [-0.0616, 0.0224, -0.0240], [-0.5578, -0.4484, 0.0316]]}

Record 2
{"formula": "C28H60BrIN5O6", "method": "the ωB97M-V functional and the def2-TZVPD basis", "max_force_ev_per_a": 1.2, "homo_energy_ev": -9.85, "homo_lumo_gap_ev": 6.296, "energy_ha": -4699.461868, "total_charge": 1, "symbols": ["C", "H", "H", "C", "H", "C", "H", "C", "H", "C", "H", "C", "H", "H", "H", "C", "H", "C", "H", "H", "H", "H", "H", "H", "H", "O", "O", "N", "H", "N", "H", "H", "H", "H", "C", "H", "H", "H", "H", "C", "C", "H", "C", "H", "C", "H", "C", "C", "O", "O", "H", "H", "H", "O", "H", "C", "I", "C", "C", "H", "H", "H", "C", "H", "H", "H", "H", "C", "H", "H", "Br", "H", "H", "H", "C", "H", "N", "H", "C", "H", "H", "H", "C", "N", "H", "C", "H", "H", "H", "H", "N", "H", "O", "C", "H", "H", "H", "C", "C", "C", "H"], "coordinates": [[3.817622, 4.508188, -1.651869], [3.637498, 3.510715, -2.065541], [-0.118047, -1.844876, -0.384151], [-4.756727, -1.049487, 0.008619], [-5.494548, -0.996428, 4.191856], [-3.636554, 1.940003, -0.088128], [3.668310, 0.744253, 2.948037], [0.738689, -2.360070, -0.835061], [0.473638, -2.427364, 1.659702], [-2.243689, -3.942825, -1.364134], [-1.986877, -4.325146, -0.371463], [2.570889, -5.788775, 1.612279], [2.371867, -1.215135, 3.689539], [-5.519494, 2.408157, 3.536019], [-2.682660, -5.783954, -2.388529], [2.349368, -7.298460, 1.632161], [1.176128, -4.105910, -1.953963], [2.361566, 1.973556, 1.842343], [-3.956812, -6.143940, -0.445718], [-5.779114, -0.664726, -0.026199], [3.793698, -1.417235, 0.359808], [-7.139438, 2.278634, 2.838420], [1.160640, -5.288925, 3.166786], [3.647799, 5.465255, -3.536787], [4.000230, 0.851703, 1.210168], [2.514443, 2.852598, 1.088526], [-4.825170, -4.255702, -0.394911], [-4.170378, 1.891643, 1.269477], [3.595264, 7.278892, -4.801484], [1.315969, -2.966982, 1.467671], [-2.564127, 1.737433, -0.025216], [3.386650, 4.539024, -0.648690], [2.107292, 5.234940, -2.695215], [5.971682, 7.510980, -2.618928], [5.717175, 5.180038, -0.371740], [3.159481, -7.811378, 2.150989], [1.917073, -5.353479, 0.860636], [2.806972, 8.861718, -2.301122], [2.491835, -0.466985, -0.391124], [-3.227542, -4.901453, -2.042741], [-5.226270, 0.032339, 3.955552], [-5.163284, -5.793766, -1.715134], [3.154366, 5.523427, -2.556649], [5.674940, 6.765133, -4.210891], [2.724533, -1.198809, 0.382326], [6.818368, 8.110125, -4.045407], [2.415786, -0.549955, 1.732370], [-6.115421, 1.904152, 2.769187], [5.227519, 4.685762, -1.600555], [-3.906792, -0.373377, -0.905860], [1.433842, -7.514583, 2.191609], [-5.617061, -3.955747, 1.469756], [2.741429, -5.787840, 3.749413], [4.873153, 8.670480, -3.964150], [-5.724998, 3.278540, 1.188465], [-5.779815, -4.588685, 0.597289], [4.566438, -5.303098, 1.032478], [1.887469, -2.485082, 0.168099], [-5.587331, 2.211514, 1.385979], [4.137258, 7.050031, -1.659228], [0.224336, -4.405486, -0.499900], [-4.012906, 0.967007, 1.648225], [2.225440, -2.784312, 2.504725], [-0.873337, -4.593869, -2.902376], [1.731633, 7.761597, -3.145912], [3.357210, -3.628338, 3.883345], [-5.293984, 1.119600, -1.253872], [2.232677, -5.206233, 2.979630], [5.464458, 6.233445, -0.212131], [-3.740611, 2.964523, -0.459691], [0.886781, 2.015385, 3.118854], [3.038012, 8.941981, -4.721290], [-5.700218, -5.636321, 0.898698], [-6.795483, -4.415752, 0.230786], [0.329881, -3.741464, -1.364510], [-4.763999, -2.098409, -0.274117], [2.742623, -1.536191, 2.794405], [2.239953, -7.689657, 0.624454], [-4.212726, 0.991090, -1.127540], [2.541079, -3.264063, -0.227070], [-3.645333, -4.410551, -2.924187], [5.332427, 4.597769, 0.472199], [-0.953296, -3.763668, -2.198516], [3.197669, 6.858694, -1.980995], [1.348452, -0.312974, 1.760584], [3.566895, 8.168485, -4.159408], [-2.723161, -2.970049, -1.255351], [-6.206258, 1.657932, 0.667647], [-4.199437, 0.043426, 3.567735], [-1.020692, -2.833319, -2.765036], [2.650198, -3.809830, 3.181677], [6.801605, 5.086235, -0.394355], [-6.162203, 0.502903, 3.013355], [5.869998, 7.707376, -3.690763], [-5.257841, 0.619452, 4.878365], [-4.378767, -0.980200, 1.035017], [-3.754263, 1.244381, -2.086828], [-4.345304, -5.370549, -1.120892], [2.779024, 7.933548, -2.876197], [3.213237, 0.742584, 1.955908], [1.081498, -1.745233, -1.669639]], "forces_ev_per_a": [[-0.0610, -0.1345, -0.1117], [-0.0004, -0.0098, 0.0252], [0.0113, 0.0686, 0.0100], [0.1455, -0.0776, -0.0680], [-0.0077, -0.0047, -0.0181], [0.0830, 0.0898, 0.1762], [-0.0052, 0.0187, -0.0082], [-0.0319, -0.1323, 0.0338], [0.0240, 0.0634, 0.0343], [0.2068, 0.0582, -0.4196], [-0.0650, 0.0308, 0.0694], [-0.4976, -0.2521, -0.0463], [0.6268, 0.0091, 0.2131], [0.0594, -0.0095, -0.0315], [-0.0777, -0.0397, -0.0596], [0.0198, 0.1485, 0.3367], [-0.0434, -0.0944, -0.0180], [-0.0738, -0.3750, 0.2999], [-0.1020, 0.0528, 0.1381], [0.0106, 0.0649, 0.0419], [0.0179, -0.0254, -0.1415], [-0.0039, -0.0106, 0.0334], [-0.0021, 0.0375, -0.1377], [-0.0390, -0.0710, -0.0201], [0.0870, -0.0699, 0.0624], [0.0905, 0.6595, -0.5220], [0.1174, -0.2551, 0.3080], [-0.0269, -0.1318, 0.0029], [0.0387, -0.0520, 0.0729], [0.3938, -0.3290, -0.1209], [0.0361, 0.0406, 0.0040], [-0.0031, 0.0833, 0.0104], [-0.0086, 0.0074, -0.0268], [-0.0313, -0.0780, -0.0080], [0.0491, -0.0446, -0.0430], [0.0251, -0.0331, -0.1133], [0.1625, 0.1604, -0.0051], [-0.0307, 0.0113, -0.0104], [0.1364, -0.0392, -0.0969], [0.0264, 0.1376, 0.1272], [-0.0664, -0.0332, 0.0114], [0.0488, -0.2039, 0.0574], [0.0733, 0.1502, 0.0042], [-0.0173, -0.0294, 0.0264], [-0.2676, 0.0692, 0.2727], [-0.0085, 0.0071, -0.0106], [0.0661, 0.0287, -0.2822], [-0.1436, 0.0933, 0.0157], [0.0093, 0.0650, 0.0750], [0.0074, -0.0056, 0.0911], [-0.0730, -0.0159, -0.1510], [0.0329, 0.0316, -0.0165], [0.0139, 0.0913, 0.0115], [0.0334, -0.0297, 0.0711], [0.0001, 0.0075, -0.0250], [-0.1701, 0.0192, -0.1302], [0.1171, 0.0170, -0.0660], [-0.0198, 0.3574, -0.4140], [0.1181, -0.0692, -0.0518], [0.0086, 0.0075, -0.0035], [-0.0442, -0.1496, -0.1101], [-0.0239, -0.0059, -0.0059], [0.2193, -0.0011, 0.2655], [-0.0099, 0.0984, -0.1161], [0.0007, -0.0157, -0.0341], [0.1014, -0.0106, -0.1153], [-0.0143, -0.0262, 0.0842], [0.1628, -0.0977, 0.1758], [-0.0448, -0.0123, 0.0410], [-0.0363, -0.0036, -0.0207], [-0.1802, -0.0435, 0.2289], [0.0086, -0.0016, -0.0121], [0.0729, 0.0155, 0.0396], [-0.0054, -0.0417, -0.0268], [0.1374, 0.2773, 0.1784], [-0.0154, 0.0194, -0.0218], [-1.1652, -0.1056, -0.2300], [0.1147, -0.0578, 0.0122], [-0.0041, 0.0411, -0.2293], [0.0907, -0.0896, 0.2670], [-0.0230, -0.0328, -0.0232], [-0.0168, 0.0188, 0.0221], [-0.0503, -0.1402, 0.3729], [0.1480, -0.0299, -0.0646], [-0.0191, -0.0107, 0.1254], [-0.0955, 0.0579, -0.1335], [-0.0382, -0.0606, 0.3108], [-0.0663, 0.0492, 0.0037], [0.0075, 0.0527, 0.0352], [0.0309, -0.0977, -0.2289], [-0.2984, 0.1546, 0.0079], [0.0012, 0.0081, -0.0240], [0.1177, -0.0308, -0.0310], [0.0498, 0.0985, -0.0383], [0.0306, 0.0079, 0.0084], [-0.1173, 0.0677, 0.0299], [-0.0088, -0.0164, -0.0089], [0.0335, 0.3021, -0.3869], [-0.0622, 0.0083, 0.1679], [0.0512, -0.2733, 0.0131], [-0.0583, 0.0461, 0.0131]]}